# 1
Molecular formula: C4H13NO2
Method: DFT, ωB97M-V with the def2-TZVPD basis set

```
! wB97M-V def2-TZVPD RIJCOSX def2/J DEFGRID3
* xyz 1 2
C 2.95 -1.28 -0.14
C 1.82 -0.38 -0.43
C 0.56 -0.90 -0.68
N -0.55 -0.19 -0.69
C -1.80 -0.68 -1.30
H 3.38 -1.18 0.86
H 2.68 -2.33 -0.31
H 3.75 -1.09 -0.86
H 1.97 0.69 -0.34
H 0.40 -1.96 -0.81
H -0.51 0.83 -0.72
H -1.69 -1.68 -1.69
H -2.59 -0.67 -0.55
H -2.08 0.02 -2.08
H -0.12 3.77 -0.49
H -1.55 3.63 -1.06
O -0.92 3.22 -0.46
H -1.34 -0.28 3.98
H -0.98 -0.28 2.48
O -1.51 -0.72 3.14
*
```

The expectation value of S² is 0.766. The value obtained for the LUMO energy (alpha / beta) is -3.2 / -6.6 eV. The gap between HOMO and LUMO (alpha / beta) is 10.9 / 7.7 eV. The value obtained for the highest occupied orbital energy (alpha / beta) is -14.1 / -14.3 eV. The calculated total energy comes out at -365.14416 Eh. For the molar mass, the calculation gives 107.2 Da. The largest force on an atom comes out at 0.03241 Eh/bohr.


# 2
Molecular formula: CH12O4S2
Method: DFT, ωB97M-V with the def2-TZVPD basis set

```
! wB97M-V def2-TZVPD RIJCOSX def2/J DEFGRID3
* xyz 0 1
C 0.74 1.37 -1.79
S 0.17 0.29 -3.01
S -1.25 -0.82 -2.38
H 0.15 2.28 -1.67
H 1.69 1.59 -2.16
H 0.92 0.81 -0.86
H -2.51 -0.34 -2.24
H 0.56 1.82 2.15
H 0.80 0.55 1.41
O 0.09 1.18 1.54
H 1.91 -1.25 0.64
H 1.76 -1.22 2.21
O 2.07 -0.66 1.49
H -0.19 -2.59 0.06
H -0.81 -1.67 1.04
O 0.08 -2.09 0.84
H -1.38 0.60 1.22
H -2.87 0.14 0.85
O -1.93 0.01 0.64
*
```

The SMILES is CSS.O.O.O.O. The value obtained for the LUMO energy is 0.5 eV. The gap between HOMO and LUMO is 8.9 eV. The value obtained for the highest occupied orbital energy is -8.4 eV. The calculated total energy comes out at -1142.59247 Eh. For the molar mass, the calculation gives 152.2 Da. The largest force on an atom comes out at 0.07906 Eh/bohr.


# 3
Molecular formula: C37H29Br2PZr
Method: DFT, ωB97M-V with the def2-TZVPD basis set

```
! wB97M-V def2-TZVPD RIJCOSX def2/J DEFGRID3
* xyz 2 1
Zr 0.28 -0.75 0.39
Br -1.29 0.55 -1.59
C -2.60 1.20 -0.30
Br -2.80 -0.06 1.14
H -3.54 1.29 -0.83
H -2.22 2.13 0.09
C -0.72 -4.49 -5.51
C -0.27 -3.18 -5.55
C 0.14 -2.55 -4.39
C 0.09 -3.24 -3.17
C -0.36 -4.56 -3.14
C -0.77 -5.18 -4.31
P 0.74 -2.43 -1.71
C -0.25 -3.15 -0.34
C -1.64 -3.13 -0.43
C -2.43 -3.53 0.64
C -1.84 -3.88 1.85
C -0.46 -3.84 1.98
C 0.34 -3.49 0.89
C 2.44 -2.88 -1.41
C 3.09 -3.87 -2.12
C 4.45 -4.12 -1.88
C 5.13 -3.36 -0.96
C 4.48 -2.33 -0.24
C 5.20 -1.52 0.68
C 4.58 -0.50 1.33
C 3.21 -0.25 1.12
C 2.43 -1.02 0.26
C 3.11 -2.07 -0.46
H -1.04 -4.97 -6.42
H -0.23 -2.64 -6.49
H 0.50 -1.53 -4.42
H -0.39 -5.12 -2.21
H -1.12 -6.20 -4.29
H -2.11 -2.83 -1.37
H -3.51 -3.56 0.53
H -2.46 -4.18 2.68
H 0.01 -4.12 2.92
H 1.42 -3.55 0.97
H 2.56 -4.45 -2.86
H 4.95 -4.89 -2.43
H 6.18 -3.54 -0.79
H 6.25 -1.72 0.84
H 5.13 0.13 2.01
H 2.76 0.58 1.66
C 3.04 5.57 2.17
C 2.52 5.58 0.89
C 1.82 4.47 0.43
C 1.62 3.36 1.25
C 2.17 3.36 2.54
C 2.88 4.46 2.99
C 0.89 2.22 0.70
C 0.29 1.18 1.32
C 0.01 0.96 2.75
C 0.17 -0.33 3.27
C -0.21 -0.67 4.56
C -0.75 0.31 5.37
C -0.93 1.61 4.88
C -0.56 1.93 3.58
H 3.59 6.43 2.54
H 2.65 6.44 0.25
H 1.43 4.47 -0.58
H 2.05 2.50 3.18
H 3.31 4.45 3.98
H 0.88 2.22 -0.39
H 0.66 -1.15 2.71
H -0.05 -1.67 4.94
H -1.03 0.09 6.39
H -1.35 2.37 5.52
H -0.72 2.93 3.21
*
```

The value obtained for the LUMO energy is -6.8 eV. The gap between HOMO and LUMO is 6.4 eV. The value obtained for the highest occupied orbital energy is -13.2 eV. The calculated total energy comes out at -6963.21151 Eh. For the molar mass, the calculation gives 755.6 Da. The largest force on an atom comes out at 0.01008 Eh/bohr.


# 4
Molecular formula: C12H16NO3
Method: DFT, ωB97M-V with the def2-TZVPD basis set

```
! wB97M-V def2-TZVPD RIJCOSX def2/J DEFGRID3
* xyz 1 1
C -0.98 2.32 -1.49
C -1.32 0.74 -1.39
C -2.30 0.35 -0.19
O -3.20 1.47 0.18
C -2.67 2.17 1.35
N -1.82 1.25 2.17
C -1.72 0.03 1.27
O -0.61 -0.87 1.45
C 0.63 -0.29 1.06
O 1.04 0.87 1.33
C 1.66 -1.22 0.23
C 3.12 -1.28 0.78
C 4.25 -2.10 0.08
C 3.86 -2.86 -1.25
C 2.39 -2.84 -1.80
C 1.30 -2.00 -1.05
H -1.94 2.95 -1.49
H -0.52 2.47 -2.55
H -0.19 2.67 -0.75
H -0.35 0.14 -1.44
H -1.89 0.49 -2.37
H -2.97 -0.50 -0.54
H -2.14 3.09 0.89
H -3.44 2.67 2.05
H -0.96 1.59 2.64
H -2.42 1.02 3.00
H -2.58 -0.61 1.71
H 3.43 -0.71 1.72
H 5.31 -2.15 0.47
H 4.65 -3.48 -1.82
H 2.13 -3.41 -2.77
H 0.23 -1.97 -1.46
*
```

The SMILES is CC[C@@H]1OC[NH2+][C@@H]1OC(=O)c1ccccc1. The value obtained for the LUMO energy is -3.4 eV. The gap between HOMO and LUMO is 8.3 eV. The value obtained for the highest occupied orbital energy is -11.7 eV. The calculated total energy comes out at -746.85453 Eh. For the molar mass, the calculation gives 222.3 Da. The largest force on an atom comes out at 0.09665 Eh/bohr.


# 5
Molecular formula: C4H6O2
Method: DFT, ωB97M-V with the def2-TZVPD basis set

```
! wB97M-V def2-TZVPD RIJCOSX def2/J DEFGRID3
* xyz 0 1
O 0.25 -1.49 -1.32
C 0.43 -0.25 -0.83
C 0.20 1.00 -1.00
C 1.17 0.63 0.11
C -0.98 -1.20 1.53
O -1.01 -2.27 1.15
H 0.52 -2.14 -0.65
H -1.60 1.33 0.42
H -0.20 1.82 -1.58
H 0.86 0.72 1.16
H 2.24 0.81 -0.04
H -1.87 1.04 1.05
*
```

The value obtained for the LUMO energy is 0.9 eV. The gap between HOMO and LUMO is 9.7 eV. The value obtained for the highest occupied orbital energy is -8.9 eV. The calculated total energy comes out at -306.33975 Eh. For the molar mass, the calculation gives 86.1 Da. The largest force on an atom comes out at 0.02814 Eh/bohr.


# 6
Molecular formula: C5H5FO
Method: DFT, ωB97M-V with the def2-TZVPD basis set

```
! wB97M-V def2-TZVPD RIJCOSX def2/J DEFGRID3
* xyz 0 1
C -1.36 -0.79 0.13
C 0.25 0.65 1.22
C 1.05 1.10 0.23
C 1.09 0.31 -0.96
C 0.90 -0.43 -1.95
H -1.17 -0.02 -0.61
H -0.75 -1.79 0.10
H -2.29 -1.14 0.39
H 0.21 1.14 2.17
H 1.13 -1.04 -2.75
O -0.99 0.00 1.36
F 1.92 2.03 0.66
*
```

The SMILES is C#C/C(F)=C\OC. The value obtained for the LUMO energy is 0.6 eV. The gap between HOMO and LUMO is 9.3 eV. The value obtained for the highest occupied orbital energy is -8.6 eV. The calculated total energy comes out at -368.44447 Eh. For the molar mass, the calculation gives 100.1 Da. The largest force on an atom comes out at 0.12399 Eh/bohr.